Record 1
Computed, not measured: 2 unconnected molecules or ions with the total composition C5H11N3 in a non-equilibrium geometry, with the ωB97M-V functional and the def2-TZVPD basis.

Net charge   0
HOMO level   -0.2969 hartree
Energy above the lowest of the compared OMol25 structures with the same formula, charge and spin   3.891 eV
HOMO-LUMO gap   0.331 hartree

Each line ends with the natural charge from an NBO analysis.
CARTESIAN COORDINATES (ANGSTROEM)
C  -0.65406  2.05582  -0.84419  -0.653
C  -0.82747  1.09623  0.24004  0.046
N  -1.56100  0.08456  -0.04906  -0.252
N  -2.11210  -0.62324  0.95325  -0.642
H  -1.30132  2.89027  -0.59741  0.222
H  -0.91103  1.57553  -1.82848  0.231
H  0.38293  2.39485  -0.93346  0.207
H  -0.78776  1.54880  1.28838  0.150
H  -1.93757  -0.39448  1.91671  0.337
H  -2.04477  -1.62267  0.83160  0.358
C  0.68304  -1.38238  -1.25735  -0.613
C  1.07283  -0.91069  0.14689  -0.412
C  2.13086  -0.23576  0.39350  0.410
N  3.15566  0.31298  0.75011  -0.644
H  0.86273  -0.78087  -2.14570  0.214
H  1.20872  -2.27657  -1.41460  0.209
H  -0.39596  -1.50287  -1.16366  0.228
H  0.48196  -1.43178  0.79777  0.231
H  3.19460  1.34708  0.85590  0.373


Record 2
Computed, not measured: 2 unconnected molecules or ions with the total composition C5H11N3 in a non-equilibrium geometry, with the ωB97M-V functional and the def2-TZVPD basis.

Net charge   +2
HOMO level   -0.7074 hartree
Energy above the lowest of the compared OMol25 structures with the same formula, charge and spin   5.185 eV
HOMO-LUMO gap   0.434 hartree

Each line ends with the natural charge from an NBO analysis.
CARTESIAN COORDINATES (ANGSTROEM)
C  0.81388  -0.60698  -0.31137  0.494
C  -2.93249  0.21280  -0.29821  0.721
C  -2.87174  -0.59139  0.79667  -0.788
C  2.32243  1.26559  0.37664  -0.663
C  1.80566  -0.07756  0.62240  -0.046
N  -0.37659  -0.64323  -0.62198  -0.587
N  2.28633  -0.98727  -0.58104  -0.615
N  -3.00292  1.13759  -1.00519  -0.413
H  -3.60574  -0.29164  1.47156  0.328
H  -3.15368  -1.62879  0.50872  0.325
H  -1.79536  -0.44753  1.13741  0.326
H  2.17276  1.56787  -0.58748  0.230
H  3.44769  1.17711  0.66765  0.275
H  1.91849  2.17582  0.93770  0.298
H  1.84950  -0.43869  1.60541  0.278
H  2.27198  -2.00381  -0.41201  0.459
H  2.84537  -0.68617  -1.38882  0.478
H  -3.32410  1.93505  -1.42749  0.489
H  -0.67146  -1.06874  -1.49058  0.411


Record 3
Computed, not measured: a gas-phase ion, C5H11N3 (charge +2) in a non-equilibrium geometry, with the ωB97M-V functional and the def2-TZVPD basis.

Net charge   +2
HOMO level (alpha / beta)   -0.5594 / -0.7252 hartree
Energy above the lowest of the compared OMol25 structures with the same formula, charge and spin   0.000 eV
Expectation value of S²   2.02
Multiplicity   3
HOMO-LUMO gap (alpha / beta)   0.223 / 0.240 hartree

Each line ends with the natural charge from an NBO analysis.
CARTESIAN COORDINATES (ANGSTROEM)
C  2.78427  1.39257  0.68098  0.073
C  -0.92642  0.91211  0.09462  0.298
C  1.14485  -0.43208  0.14798  0.247
C  1.86758  -1.72154  0.03309  -0.659
C  -3.12540  -0.08696  -0.65054  -0.433
N  1.94742  0.58006  0.22124  -0.045
N  -2.16790  1.02518  -0.24475  -0.411
N  -0.23012  -0.28406  -0.01089  -0.432
H  2.88375  1.60928  1.76207  0.303
H  3.47603  1.79692  -0.10742  0.315
H  -0.47534  1.80341  0.60152  0.253
H  2.25623  -1.88814  -1.04833  0.287
H  1.14391  -2.51556  0.34242  0.271
H  2.79801  -1.70959  0.65385  0.276
H  -3.92552  -0.17882  0.03422  0.265
H  -3.47313  0.20798  -1.65888  0.273
H  -2.62977  -1.16613  -0.63067  0.212
H  -2.60381  1.80754  0.08469  0.435
H  -0.74465  -1.15218  -0.30520  0.473


Record 4
Computed, not measured: 2 unconnected molecules or ions with the total composition C5H11N3O, with the ωB97M-V functional and the def2-TZVPD basis.

Net charge   0
HOMO level   -0.3679 hartree
Energy above the lowest of the compared OMol25 structures with the same formula, charge and spin   1.832 eV
HOMO-LUMO gap   0.390 hartree

Each line ends with the natural charge from an NBO analysis.
CARTESIAN COORDINATES (ANGSTROEM)
C  -1.05082  1.54409  0.64284  -0.603
C  -1.62918  0.13132  0.50406  -0.153
N  -2.90539  0.05068  1.20278  -0.813
C  -0.71487  -0.83375  1.08569  0.280
N  -0.01003  -1.62599  1.52010  -0.318
H  -0.01848  1.55727  0.33546  0.235
H  -1.60615  2.24050  0.02309  0.208
H  -1.13479  1.86455  1.67866  0.227
H  -1.70170  -0.12661  -0.57302  0.200
H  -3.58693  0.64705  0.74545  0.363
H  -3.26110  -0.89459  1.22488  0.370
H  2.61944  0.00671  1.55001  0.347
N  3.04629  -0.71619  0.98570  -0.661
C  2.61759  -0.80481  -0.18904  0.405
O  1.67377  -0.00328  -0.72878  -0.534
C  1.24738  -0.31573  -2.03652  -0.259
H  3.02518  -1.56918  -0.84034  0.145
H  0.66593  -1.24169  -2.04429  0.181
H  0.62390  0.51572  -2.36571  0.197
H  2.09995  -0.42608  -2.72101  0.183


Record 5
Computed, not measured: a single C5H11N3O molecule in a non-equilibrium geometry, with the ωB97M-V functional and the def2-TZVPD basis.

Net charge   0
HOMO level   -0.3064 hartree
Energy above the lowest of the compared OMol25 structures with the same formula, charge and spin   2.708 eV
HOMO-LUMO gap   0.338 hartree

Each line ends with the natural charge from an NBO analysis.
CARTESIAN COORDINATES (ANGSTROEM)
C  -1.11709  1.54858  0.91835  -0.518
C  -0.56764  0.35508  0.61968  0.204
C  -1.41386  -0.89800  0.56889  -0.271
N  -1.55981  -0.88721  -0.87660  -0.628
C  -0.51631  -1.33540  -1.71705  0.530
O  -0.53537  -1.12087  -2.92253  -0.609
N  0.83257  0.15881  0.16044  -0.313
C  1.69955  1.31951  -0.07507  -0.419
N  1.47922  -0.99454  0.66655  -0.661
H  -2.15022  1.61384  1.24321  0.207
H  -0.59494  2.48997  0.81103  0.205
H  -0.89640  -1.80099  0.90018  0.233
H  -2.39683  -0.76465  1.02723  0.220
H  -2.28016  -0.33159  -1.31723  0.405
H  0.07809  -2.14639  -1.26412  0.126
H  1.20034  2.05185  -0.71482  0.217
H  2.63474  1.00951  -0.55284  0.205
H  1.96272  1.78468  0.88053  0.175
H  2.26008  -1.24684  0.05790  0.358
H  1.88132  -0.80533  1.58626  0.332


Record 6
Computed, not measured: a single C5H11N3O molecule in a non-equilibrium geometry, with the ωB97M-V functional and the def2-TZVPD basis.

Net charge   0
HOMO level   -0.3299 hartree
Energy above the lowest of the compared OMol25 structures with the same formula, charge and spin   4.457 eV
HOMO-LUMO gap   0.360 hartree

Each line ends with the natural charge from an NBO analysis.
CARTESIAN COORDINATES (ANGSTROEM)
H  -1.06580  1.14791  -2.52451  0.347
N  -1.01748  1.80000  -1.74159  -0.585
C  -0.43646  1.36290  -0.73699  0.334
C  -0.02514  1.63353  0.63077  -0.488
C  0.21305  0.25482  0.00341  0.018
C  -0.60550  -0.96413  0.41055  -0.415
C  -1.99840  -0.63425  0.93196  -0.607
N  1.59571  0.01664  -0.33479  -0.025
N  1.72387  -0.75748  -1.47298  -0.647
O  2.26320  -0.62111  0.80702  -0.632
H  -0.76944  1.74929  1.40112  0.231
H  0.84394  2.25907  0.76631  0.243
H  -0.04419  -1.50920  1.17567  0.225
H  -0.70003  -1.61187  -0.46756  0.200
H  -1.94583  -0.13881  1.89795  0.204
H  -2.52965  0.01108  0.23618  0.211
H  -2.57059  -1.55022  1.05688  0.216
H  2.68772  -0.72289  -1.79156  0.363
H  1.44404  -1.73117  -1.34143  0.335
H  2.93700  0.00589  1.09359  0.472